(1)
C12H30F6Li4N3O18S6 as an isolated structure in a non-equilibrium geometry, computed with wB97M-V/def2-TZVPD.

Output
strongest force on any atom = 11.1 eV/A
highest occupied orbital energy (spin up / spin down) = -13.4 / -13.4 eV
total charge = +2
multiplicity = 2

Each line ends with the Löwdin charge.
Cartesian coordinates (Å):
Li 20.32055 -7.20216 7.50185  0.7015
Li 15.70612 -7.95885 3.19540  0.7608
Li 18.64827 -8.78090 8.06224  0.7039
Li 14.60494 -6.86282 5.38545  0.6051
N 18.52605 -7.39963 6.76274  -0.3854
S 18.52992 -7.36191 5.04884  0.6030
O 19.54504 -6.52450 4.49284  -0.2095
O 17.28476 -7.60724 4.30401  -0.3481
F 19.25426 -8.75539 4.82064  -0.1698
S 17.51359 -6.19256 6.78771  0.4706
O 16.15790 -6.47638 6.39975  -0.3086
O 18.00908 -4.84107 6.65353  -0.1623
F 17.35977 -6.17538 8.38000  -0.1503
N 14.84382 -6.29515 3.57332  -0.4798
S 13.37612 -6.10135 2.67579  0.6497
O 13.39187 -6.99217 1.49119  -0.2723
O 12.53136 -4.88041 2.82209  -0.2133
F 12.60039 -7.03708 3.71814  -0.2092
S 15.25855 -4.77043 3.23745  0.5436
O 14.80287 -3.77385 4.20326  -0.2243
O 15.23919 -4.33584 1.83226  -0.2475
F 16.86346 -4.96917 3.55534  -0.2274
N 13.02457 -6.86355 6.65036  -0.3388
S 13.25861 -7.08647 8.22076  0.4982
O 12.05753 -7.11092 9.09327  -0.2608
O 14.49246 -6.43722 8.76435  -0.3295
F 13.60799 -8.61779 8.08986  -0.1993
S 12.76828 -5.14821 6.96712  0.6211
O 13.93167 -4.30333 7.31781  -0.2726
O 11.45364 -4.78151 7.46732  -0.2295
F 12.55272 -4.83129 5.39099  -0.2257
C 20.61073 -4.51124 9.19250  -0.1030
O 20.99747 -5.40801 8.21556  -0.2604
C 22.26107 -4.97296 7.69913  -0.1461
C 22.37002 -5.66314 6.39898  -0.2153
O 22.04139 -7.04249 6.41207  -0.2420
C 22.68438 -7.75317 5.31067  -0.0370
H 21.28030 -4.26341 10.01611  0.1161
H 19.59954 -4.73071 9.53516  0.0997
H 20.41259 -3.55879 8.70089  0.1070
H 23.02209 -5.43930 8.32481  0.1505
H 22.28979 -3.88383 7.66672  0.1549
H 23.40131 -5.53316 6.07091  0.1427
H 21.78893 -5.18277 5.61178  0.1329
H 22.94269 -7.21395 4.39930  0.0709
H 22.01886 -8.54993 4.97845  0.0868
H 23.66671 -8.10974 5.62048  0.1121
C 22.37751 -5.38238 2.14849  -0.0261
O 23.15332 -6.57092 1.98100  -0.1129
C 22.40181 -7.69529 1.69506  -0.1512
C 21.68197 -7.73945 0.28487  -0.0554
O 22.47448 -7.96088 -0.89037  0.0263
C 23.57994 -7.18337 -1.02480  -0.0222
H 22.16773 -5.06599 1.12673  0.1014
H 22.89283 -4.49740 2.52178  0.1168
H 21.44719 -5.46732 2.71007  0.0982
H 21.63213 -7.81024 2.45827  0.1288
H 23.08721 -8.54032 1.76036  0.1562
H 21.09805 -6.83093 0.13742  0.1569
H 20.97518 -8.56906 0.26761  0.1488
H 24.36869 -7.60631 -0.40262  0.1526
H 23.32117 -6.12454 -1.02596  0.1325
H 23.85814 -7.38629 -2.05898  0.1324
C 17.85110 -11.09313 5.90125  -0.0665
O 17.80154 -10.30315 7.07701  -0.2866
C 16.48490 -10.29998 7.59909  -0.1743
C 16.45709 -10.14444 9.15933  -0.0992
O 17.21341 -8.91646 9.50754  -0.2811
C 16.93763 -8.49572 10.84527  -0.0747
H 17.21989 -10.74236 5.08477  0.0994
H 17.71288 -12.13735 6.18156  0.1173
H 18.89140 -10.89105 5.64619  0.0844
H 16.06889 -11.30352 7.50988  0.1379
H 15.86892 -9.58598 7.05241  0.1246
H 16.84659 -11.04052 9.64249  0.1389
H 15.41429 -10.03190 9.45599  0.1308
H 15.88607 -8.55791 11.12535  0.1023
H 17.20230 -7.49381 11.18323  0.1045
H 17.35635 -9.23844 11.52435  0.0961


(2)
An isolated ion of composition C3H2FO3 and charge -1 in a non-equilibrium geometry, computed with wB97M-V/def2-TZVPD.

Output
SMILES string = O=C([O-])CC(=O)F
strongest force on any atom = 3.3 eV/A
ΔE to the lowest compared entry with this formula, charge and spin = 59.3 kJ/mol
highest occupied orbital energy = -4.5 eV
total charge = -1

Each line ends with the natural charge from an NBO analysis.
Cartesian coordinates (Å):
O 0.47346 2.38017 1.02079  -0.7558
C 0.41044 1.86633 -0.08406  0.7780
O 0.98827 2.12745 -1.12369  -0.7552
C -0.30952 0.42533 -0.20237  -0.6645
C -1.91622 0.42087 -0.06404  0.8824
O -2.74784 0.40076 -0.93107  -0.5942
F -2.27931 0.25440 1.23283  -0.3655
H 0.01521 -0.20335 0.79746  0.2307
H -0.11554 0.09422 -1.26652  0.2441


(3)
An isolated molecule of C18H16N2O3S in a non-equilibrium geometry, computed with wB97M-V/def2-TZVPD.

Output
SMILES string = COc1ccc(/N=C/C(=C/CC#N)S(=O)(=O)c2ccccc2)cc1
strongest force on any atom = 3.6 eV/A
ΔE to the lowest compared entry with this formula, charge and spin = 515.6 kJ/mol
highest occupied orbital energy = -8.4 eV
total charge = 0

Each line ends with the natural charge from an NBO analysis.
Cartesian coordinates (Å):
C 1.94225 -1.12022 6.59127  -0.2503
O 1.36305 -2.16787 5.80734  -0.5022
C 0.78168 -1.92327 4.60054  0.3005
C 0.63688 -2.98616 3.69116  -0.2566
C 0.13609 -2.76251 2.37168  -0.1681
C -0.20788 -1.48010 1.92050  0.0524
N -0.74807 -1.34229 0.61991  -0.3866
C -0.82670 -0.15485 0.06774  0.0707
C -1.53453 0.07055 -1.17558  -0.3613
C -2.16718 -0.96454 -1.85151  -0.0143
C -3.06112 -0.78394 -3.08633  -0.5698
C -2.32262 -0.59631 -4.32937  0.2958
N -1.71035 -0.55602 -5.32422  -0.3172
S -1.51853 1.79254 -1.69325  2.1192
O -1.34535 2.72340 -0.56489  -0.9219
O -2.62969 2.17161 -2.55282  -0.9255
C 0.04720 1.96337 -2.65715  -0.3189
C 1.29375 2.00833 -2.01207  -0.1860
C 2.49938 2.11195 -2.74771  -0.2129
C 2.42721 2.27489 -4.12580  -0.1863
C 1.19284 2.25581 -4.77095  -0.2235
C 0.01768 2.10227 -4.03593  -0.1272
C -0.13573 -0.43073 2.87714  -0.2118
C 0.32706 -0.66364 4.22018  -0.2491
H 1.14736 -0.56571 7.09695  0.1773
H 2.62367 -1.55974 7.29727  0.2032
H 2.50753 -0.38400 5.98724  0.1814
H 0.94909 -3.98910 3.93029  0.2274
H 0.05174 -3.59734 1.65626  0.2252
H -0.40163 0.73681 0.48779  0.1916
H -2.13764 -1.94965 -1.44529  0.2407
H -3.77496 0.02496 -2.90821  0.2941
H -3.60345 -1.69582 -3.19082  0.2566
H 1.31890 1.89823 -0.95823  0.2205
H 3.45890 2.06716 -2.22659  0.2239
H 3.35445 2.38964 -4.67973  0.2191
H 1.14515 2.32836 -5.87087  0.2276
H -0.92007 2.07081 -4.54958  0.2349
H -0.53248 0.51865 2.60011  0.2124
H 0.35614 0.16448 4.93348  0.2152


(4)
A 2-piece molecular cluster, C2H8O2S2Si overall in a non-equilibrium geometry, computed with wB97M-V/def2-TZVPD.

Output
SMILES string = CO[Si](=S)S.CO
strongest force on any atom = 2.5 eV/A
ΔE to the lowest compared entry with this formula, charge and spin = 112.6 kJ/mol
highest occupied orbital energy = -8.9 eV
total charge = 0

Each line ends with the natural charge from an NBO analysis.
Cartesian coordinates (Å):
C 0.34047 -1.64015 1.43173  -0.2468
O 1.14362 -0.55031 1.15377  -0.9231
Si 1.87283 0.03873 -0.12410  1.5304
S 1.87655 -0.74329 -2.00001  -0.7171
S 2.61544 1.91318 0.62416  -0.4374
H 0.47512 -1.86097 2.47355  0.1866
H 0.54818 -2.33747 0.68805  0.1867
H -0.62759 -1.26033 1.20599  0.2158
H 2.06670 2.52564 -0.55320  0.1901
C -1.76463 0.55346 -1.16728  -0.2479
O -1.31511 0.43724 0.17783  -0.7527
H -2.76698 0.89268 -1.20647  0.1660
H -1.85886 -0.37972 -1.70953  0.1952
H -1.13368 1.22565 -1.74027  0.1706
H -1.47206 1.18565 0.74578  0.4837


(5)
An isolated molecule of C5H6N2, computed with wB97M-V/def2-TZVPD.

Output
strongest force on any atom = 0.5 eV/A
ΔE to the lowest compared entry with this formula, charge and spin = 463.5 kJ/mol
highest occupied orbital energy = -9.1 eV
total charge = 0

Each line ends with the natural charge from an NBO analysis.
Cartesian coordinates (Å):
C 1.46032 -0.55804 0.19172  -0.3496
C 1.37922 -1.25146 -1.17579  -0.0629
C -0.76795 -0.58147 -0.55169  0.1720
N -1.89091 0.07201 -0.62641  -0.4441
C -1.76662 1.03761 0.34626  -0.0813
C -0.54678 0.97979 0.97066  -0.1089
N 0.09281 -0.08885 0.37763  -0.3339
H 2.16020 0.28643 0.14861  0.2244
H 1.76235 -1.24028 0.99011  0.2006
H 1.27694 -0.43044 -1.91349  0.1100
H -0.44041 -1.48276 -1.10537  0.2343
H -2.58902 1.70704 0.55794  0.2138
H -0.13015 1.55040 1.78981  0.2256


(6)
C21H16ClNO6 as an isolated structure in a non-equilibrium geometry, computed with wB97M-V/def2-TZVPD.

Output
strongest force on any atom = 19.6 eV/A
highest occupied orbital energy = -8.6 eV
total charge = 0

Each line ends with the natural charge from an NBO analysis.
Cartesian coordinates (Å):
C -3.57228 -0.63292 3.34441  -0.6211
C -2.65648 -1.42723 2.57575  0.2903
C -1.34479 -1.16856 2.14176  -0.2414
C -0.98169 -2.14014 1.33365  0.0883
N -2.12100 -2.95702 1.27633  -0.1337
O -2.95058 -2.41870 1.94118  -0.1659
C 0.42267 -2.12917 0.65841  -0.1514
C 0.28096 -2.68285 -0.80520  -0.0913
C 1.51139 -2.85753 -1.47324  -0.1963
C 2.73846 -2.73734 -0.63219  -0.2153
C 2.86985 -2.57601 0.53153  -0.2161
C 1.50486 -2.33371 1.15818  0.1798
Cl 1.35130 -1.95538 3.10718  -0.1746
H 3.74862 -2.48845 1.22091  0.2531
H 3.59477 -2.92706 -1.22419  0.2131
H 1.68551 -2.94868 -2.44795  0.2073
H -0.59323 -2.57972 -1.15226  0.1903
C -0.64427 0.35651 2.37650  0.8712
O -1.08615 0.91846 3.16204  -0.4909
O 0.54427 0.44098 1.59845  -0.5243
C 1.08636 1.59563 1.72029  -0.1855
H 2.40763 1.38808 1.64626  0.1975
C 0.99929 2.59550 0.65405  0.5447
O 1.09904 3.89770 0.95230  -0.5867
C 0.49348 1.93882 -0.82058  -0.1109
C -0.06402 2.93851 -1.47546  -0.3154
C -0.44412 2.74455 -2.72655  0.3173
C 0.15418 1.22737 -3.34908  0.3094
C 0.85635 0.64371 -2.43228  -0.3154
C 1.06987 0.93769 -1.04825  -0.2060
H 1.57768 0.12234 -0.53274  0.2510
H 0.98822 -0.44265 -2.84506  0.1966
O -0.05409 0.92751 -4.56386  -0.4968
C -0.57556 2.09515 -5.40802  -0.1023
C -1.60252 2.92420 -4.78095  -0.1106
H -2.29616 2.06894 -4.58716  0.1832
O -1.20901 3.38241 -3.65812  -0.4895
H -1.65873 3.75697 -5.38086  0.2246
H 0.40761 2.62014 -5.72500  0.1960
H -0.71580 1.53391 -6.48287  0.2314
H -0.29224 4.04809 -1.03190  0.2614
H 1.18369 2.17685 2.67773  0.2485
H -3.76832 -1.06326 4.17518  0.2096
H -3.34359 0.51011 3.51547  0.2649
H -4.64009 -0.62849 2.63534  0.2116


Question: Look up the strongest force on any atom of the third one.
Answer: 3.6 eV/A